1.
Density functional theory data (the ωB97M-V functional and the def2-TZVPD basis) for C29H19Cl7N5SeTi as an isolated structure in a non-equilibrium geometry.

Last column: Löwdin spin population.
Element x y z (Å)
1 Ti 1.06849 0.01335 -0.10133  0.989
2 C 1.30212 3.62513 2.49982  -0.001
3 C 1.55773 2.42808 1.81618  0.018
4 N 0.69597 1.90076 0.96934  0.007
5 C -0.47702 2.53453 0.77093  0.012
6 C -0.79741 3.76448 1.35153  0.000
7 C 0.13655 4.30603 2.25500  0.017
8 C -2.02830 4.41145 1.00181  -0.001
9 C -2.88125 3.85282 0.11795  -0.003
10 C -2.60095 2.56915 -0.45857  0.000
11 C -3.45185 1.93261 -1.37939  0.009
12 C -3.11134 0.69728 -1.87171  0.001
13 C -1.93614 0.08560 -1.41763  0.010
14 N -1.12965 0.64691 -0.53868  0.007
15 C -1.43620 1.88464 -0.09195  0.006
16 H 2.04180 3.99956 3.19229  0.000
17 H 2.49193 1.88896 1.92209  0.000
18 H -0.07324 5.24993 2.74140  0.001
19 H -2.24917 5.37027 1.45318  0.000
20 H -3.80046 4.35064 -0.16148  0.000
21 H -4.36503 2.42428 -1.69134  0.001
22 H -3.73225 0.18231 -2.59033  0.000
23 H -1.64666 -0.89606 -1.77496  0.001
24 N 1.26471 -1.66540 -3.28204  0.001
25 C 1.30184 -2.51590 -2.19141  0.002
26 C 1.79334 -3.80776 -2.45362  0.000
27 C 1.74116 -4.76217 -1.46945  0.002
28 C 1.19721 -4.42520 -0.23353  0.000
29 C 0.78810 -3.12905 -0.04634  0.004
30 N 0.84348 -2.16886 -0.99048  0.007
31 C 0.95887 -0.32869 -3.47773  0.000
32 C 0.84014 0.09320 -4.81428  0.000
33 C 0.58809 1.41591 -5.07502  0.001
34 C 0.46671 2.30386 -4.00605  0.001
35 C 0.59492 1.79886 -2.73587  0.005
36 N 0.81820 0.50416 -2.46060  0.004
37 H 1.57270 -2.11906 -4.12543  0.000
38 H 2.20264 -4.03250 -3.42942  0.000
39 H 2.12093 -5.75687 -1.66017  0.000
40 H 1.12736 -5.13319 0.57780  0.000
41 H 0.40482 -2.80179 0.90900  0.001
42 H 0.95027 -0.62504 -5.61598  0.000
43 H 0.48904 1.76017 -6.09571  0.000
44 H 0.29569 3.35907 -4.15703  0.000
45 H 0.56127 2.45180 -1.87194  0.002
46 Cl 3.57226 -2.20295 1.42387  0.003
47 C 2.43575 -1.55427 2.57005  0.003
48 C 1.29654 -0.89958 2.10053  0.001
49 C 0.38756 -0.59695 3.10367  0.004
50 Cl -1.18312 0.07847 2.64660  0.003
51 C 0.58424 -0.79902 4.46753  -0.001
52 Cl -0.59767 -0.34954 5.64100  0.000
53 C 1.77946 -1.38030 4.88106  0.004
54 Cl 2.08666 -1.63473 6.55565  0.001
55 C 2.70663 -1.77882 3.91942  -0.001
56 Cl 4.16185 -2.54883 4.43012  -0.001
57 Cl -3.62457 -4.51454 2.41042  0.000
58 C -3.45685 -2.80430 1.99779  0.000
59 Cl -2.46634 -2.56180 0.55012  0.000
60 H -2.96585 -2.29372 2.81903  0.000
61 H -4.44404 -2.40013 1.80729  0.000
62 Se 3.22835 0.60276 -0.63303  -0.119

Output
HOMO energy (alpha / beta), eV: -6.296 / -6.413
Total energy, Eh: -7862.6469
Kohn-Sham gap (alpha / beta), eV: 5.708 / 5.749
Spin multiplicity: 2

=====

2.
Density functional theory data (the ωB97M-V functional and the def2-TZVPD basis) for one molecule with the formula C28H48NO7PS in a non-equilibrium geometry.

Last column: Löwdin charge in e.
Element x y z (Å)
1 C 4.72663 2.52299 -1.74045  -0.082
2 C 3.98747 3.84163 -1.41380  -0.211
3 C 2.58207 3.89962 -1.97572  -0.207
4 O 1.65935 3.24537 -1.10215  -0.143
5 C 0.95998 2.17437 -1.70830  -0.148
6 C 0.46986 1.19993 -0.64243  -0.347
7 O -0.24886 1.77027 0.42985  -0.116
8 C -1.14052 2.81015 0.06977  -0.162
9 C -1.91211 3.29556 1.33731  -0.166
10 N -1.49155 2.60042 2.53688  -0.044
11 C -1.55834 3.37322 3.76600  -0.185
12 C -0.46412 2.99680 4.75870  -0.418
13 C -0.89879 3.22204 6.21620  -0.043
14 O 0.72657 3.74215 4.51671  -0.066
15 C 1.76753 0.71160 0.05379  -0.351
16 P 2.32005 1.70103 1.57479  0.472
17 S 2.34316 0.64667 3.21568  0.159
18 O 1.49747 -0.59370 0.55908  -0.137
19 C 0.28386 -1.07322 0.02182  -0.250
20 C -0.73659 -1.37471 1.11538  -0.033
21 C -0.70560 -2.85269 1.51437  -0.311
22 C -2.00256 -3.46781 1.82558  -0.069
23 O -1.01702 -3.09688 2.84167  -0.035
24 C -0.11672 -0.17524 -1.16547  -0.250
25 C 0.45100 -0.60163 -2.51352  -0.079
26 C 1.90352 -1.09759 -2.53399  -0.199
27 O 2.73002 -0.23403 -3.33189  -0.069
28 C -1.62415 0.06685 -1.35840  -0.072
29 C -2.44448 -1.15739 -1.80677  -0.374
30 C -3.84746 -1.12591 -1.18003  -0.020
31 O -1.75698 -2.34215 -1.47699  -0.133
32 C -2.26755 -3.50600 -2.09369  -0.146
33 C -1.32106 -4.63374 -1.76187  -0.191
34 C -1.73681 -5.78339 -1.09597  -0.039
35 C -0.79500 -6.76639 -0.78079  -0.075
36 C 0.55334 -6.60591 -1.11265  -0.082
37 C 0.97294 -5.46190 -1.79574  -0.068
38 C 0.03031 -4.48330 -2.11198  -0.033
39 H 4.94663 1.95750 -0.83963  0.056
40 H 4.08531 1.88581 -2.34522  0.049
41 H 5.65920 2.69869 -2.26455  0.067
42 H 4.55318 4.70115 -1.76345  0.104
43 H 3.92629 3.93766 -0.33291  0.093
44 H 2.28510 4.94878 -2.00286  0.120
45 H 2.54120 3.49998 -2.98678  0.126
46 H 0.14016 2.53951 -2.33844  0.143
47 H 1.65207 1.62922 -2.34226  0.101
48 H -1.87422 2.44042 -0.64164  0.100
49 H -0.62260 3.67395 -0.33875  0.118
50 H -2.98845 3.24670 1.14405  0.111
51 H -1.65904 4.33739 1.50156  0.106
52 H -1.93347 1.70335 2.65543  0.120
53 H -2.52392 3.21920 4.26025  0.113
54 H -1.45552 4.44142 3.57877  0.120
55 H -0.18290 1.95260 4.64874  0.112
56 H -0.50197 2.44481 6.86203  0.074
57 H -1.98074 3.20755 6.33508  0.064
58 H -0.51616 4.16864 6.58205  0.075
59 H 0.50314 4.58884 4.12508  0.076
60 H 2.62698 0.58931 -0.60383  0.113
61 H 3.63701 2.08317 1.27599  -0.039
62 H 1.56389 2.87302 1.67992  -0.012
63 H 0.50364 -2.04213 -0.44210  0.134
64 H -0.53164 -0.83111 2.03339  0.131
65 H -1.75492 -1.24265 0.77958  0.089
66 H 0.02495 -3.47684 1.01745  0.143
67 H -2.09361 -4.53000 1.98475  0.107
68 H -2.86193 -2.81407 1.80899  0.102
69 H 0.41123 0.24624 -3.19449  0.123
70 H -0.16605 -1.36594 -2.97117  0.109
71 H 2.34265 -1.21033 -1.54762  0.114
72 H 1.92997 -2.08728 -2.98868  0.108
73 H 3.12801 -0.75793 -4.02521  0.083
74 H -2.08982 0.47926 -0.47048  0.104
75 H -1.72177 0.83400 -2.12618  0.131
76 H -2.60579 -1.07944 -2.88899  0.143
77 H -4.18915 -0.09646 -1.12944  0.085
78 H -3.75266 -1.49865 -0.16194  0.077
79 H -4.55070 -1.74305 -1.72543  0.076
80 H -3.23859 -3.75563 -1.66234  0.122
81 H -2.33355 -3.38994 -3.17790  0.138
82 H -2.77510 -5.90213 -0.82460  0.110
83 H -1.08518 -7.65873 -0.24484  0.100
84 H 1.29388 -7.34664 -0.85425  0.098
85 H 2.00435 -5.29912 -2.06569  0.100
86 H 0.35177 -3.58720 -2.62247  0.088

Output
HOMO energy, eV: -7.592
Total energy, Eh: -2416.5245
Kohn-Sham gap, eV: 7.945
SMILES: CCCOC[C@]1(OCCNC[C@H](C)O)[C@@H]([PH2]=S)O[C@@H](C[C@@H]2CO2)[C@@]1(CCO)C[C@H](C)OCc1ccccc1

=====

3.
Density functional theory data (the ωB97M-V functional and the def2-TZVPD basis) for a 2-piece molecular cluster, CH3O4 overall in a non-equilibrium geometry.

Last column: natural (NBO) charge in e.
Element x y z (Å)
1 C 1.07639 -0.21780 -0.05417  0.388
2 O -2.32036 -0.14169 0.73593  -0.055
3 O 1.30391 0.95764 -0.10536  -0.489
4 O -1.01825 -0.33096 -0.93075  -0.230
5 O -2.16383 -0.37942 -0.42510  0.377
6 H 0.64280 -0.59040 0.90746  0.211
7 H 1.53711 -0.84306 -0.82132  0.237
8 H 0.94224 1.54569 0.69330  0.561

Output
HOMO energy (alpha / beta), eV: -17.168 / -17.169
Total energy, Eh: -340.2459
Kohn-Sham gap (alpha / beta), eV: 9.870 / 9.858
Charge: +1

=====

4.
Density functional theory data (the ωB97M-V functional and the def2-TZVPD basis) for a 2-piece molecular cluster, C5H7FN2O2 overall in a non-equilibrium geometry.

Last column: natural (NBO) charge in e.
Element x y z (Å)
1 C 0.16798 1.69516 -0.61433  0.181
2 C -1.58071 -0.24937 0.53646  0.880
3 C 1.30434 -0.34768 -1.62065  -0.624
4 C 1.48020 0.21624 1.32328  0.118
5 C 0.29486 0.32848 -0.70169  0.171
6 N -0.01382 2.83088 -0.65659  -0.293
7 N -2.79690 -0.86023 0.50821  -0.832
8 O -1.22058 0.56122 1.37270  -0.658
9 O -0.81304 -0.54895 -0.45640  -0.496
10 F 1.45114 -1.13776 1.58744  -0.349
11 H 1.95628 -0.91877 -0.86975  0.234
12 H 1.79622 0.45373 -2.03178  0.223
13 H 0.81086 -0.83992 -2.38091  0.223
14 H 2.49413 0.60509 1.04475  0.173
15 H 0.68410 0.76767 1.76616  0.222
16 H -3.13691 -1.07015 1.48514  0.423
17 H -2.87813 -1.48566 -0.29206  0.405

Output
HOMO energy (alpha / beta), eV: -8.541 / -8.536
Total energy, Eh: -554.4614
Kohn-Sham gap (alpha / beta), eV: 8.409 / 8.429